Density functional theory data (ωB97M-V/def2-TZVPD) for a structure of composition C32H29CoF6N3O6S4.

## Properties
Calculated total energy, Ha: -5427.31124
Charge: -2
⟨S²⟩: 0.8121
HOMO energy (alpha / beta), hartree: -0.0392 / -0.0389
Energy above the lowest of the compared OMol25 structures with the same formula, charge and spin, kJ/mol: 0.0
2S+1: 2

Each line ends with the Löwdin spin population.
Atoms and positions in Å:
1 Co -1.187 1.339 -0.874  1.017
2 C -2.575 3.512 -4.670  -0.002
3 C -2.360 2.524 -3.553  -0.001
4 S -1.313 3.083 -2.256  -0.023
5 C -2.924 1.307 -3.516  0.000
6 C -3.864 0.777 -4.571  -0.002
7 S -2.655 0.241 -2.141  -0.025
8 H -2.682 4.519 -4.260  0.000
9 H -3.468 3.290 -5.257  0.000
10 H -1.716 3.538 -5.351  0.000
11 H -3.628 1.163 -5.565  0.000
12 H -4.906 1.034 -4.348  0.000
13 H -3.804 -0.312 -4.612  -0.001
14 O -1.780 -4.849 2.426  0.000
15 C -1.896 -3.562 3.039  0.000
16 C -1.816 -2.447 2.046  -0.003
17 C -2.747 -1.493 1.935  0.000
18 C -2.502 -0.331 1.098  -0.003
19 N -1.398 -0.094 0.499  -0.002
20 C -0.303 -1.027 0.548  0.000
21 C -0.588 -2.368 1.243  0.000
22 C 1.606 -0.117 -0.657  0.002
23 C 2.934 -0.323 -1.109  0.001
24 C 3.281 -0.056 -2.415  -0.001
25 C 4.685 -0.336 -2.876  0.000
26 O 5.664 0.414 -2.150  0.000
27 C 2.313 0.437 -3.292  0.002
28 C 1.040 0.643 -2.792  0.003
29 N 0.696 0.404 -1.531  0.035
30 H -1.160 -4.764 1.692  0.000
31 H -1.095 -3.428 3.778  0.000
32 H -2.851 -3.545 3.563  0.000
33 H -3.651 -1.513 2.529  0.000
34 H -3.282 0.415 0.996  0.001
35 H 0.286 -2.819 1.700  0.000
36 H 3.641 -0.822 -0.459  0.000
37 H 4.786 -0.087 -3.936  0.000
38 H 4.904 -1.403 -2.755  0.000
39 H 5.196 0.843 -1.425  0.000
40 H 2.548 0.670 -4.323  0.000
41 H 0.250 1.049 -3.415  0.001
42 C 2.489 -3.784 -2.810  0.000
43 C 2.597 -3.963 -1.439  0.000
44 C 1.594 -3.511 -0.591  0.000
45 C 0.466 -2.875 -1.102  0.000
46 C 0.365 -2.702 -2.483  0.000
47 C 1.368 -3.149 -3.329  0.000
48 C -0.601 -2.282 -0.258  0.000
49 C 1.085 -0.515 0.607  0.000
50 C 1.735 -0.372 1.880  0.000
51 C 1.002 -0.505 3.090  0.000
52 C 1.587 -0.352 4.333  0.000
53 C 2.939 -0.057 4.465  0.000
54 C 3.673 0.124 3.299  0.000
55 C 3.097 -0.021 2.049  0.000
56 H 3.280 -4.122 -3.469  0.000
57 H 3.475 -4.440 -1.020  0.000
58 H 1.717 -3.625 0.478  0.000
59 H -0.491 -2.162 -2.875  0.000
60 H 1.282 -2.980 -4.396  0.000
61 H -1.581 -2.263 -0.723  0.000
62 H -0.070 -0.650 3.057  0.000
63 H 0.955 -0.426 5.212  0.000
64 H 3.393 0.077 5.440  0.000
65 H 4.720 0.405 3.358  0.000
66 H 3.712 0.186 1.185  0.000
67 F -2.041 4.743 0.956  0.000
68 C -0.885 4.727 1.611  0.000
69 F -1.064 5.325 2.795  0.000
70 F 0.008 5.442 0.919  0.000
71 S -0.264 3.006 1.849  0.001
72 O -0.105 2.538 0.491  0.001
73 O 0.907 3.154 2.650  0.000
74 N -1.480 2.267 2.500  0.000
75 S -1.821 2.113 4.026  0.000
76 O -1.989 0.734 4.386  0.000
77 O -1.144 2.992 4.933  0.000
78 C -3.558 2.737 3.982  0.000
79 F -3.621 4.007 3.576  0.000
80 F -4.326 2.001 3.172  0.000
81 F -4.089 2.674 5.214  0.000

Density functional theory data (ωB97M-V/def2-TZVPD) for a cluster of 2 separate species, C2H4OS2 in total in a non-equilibrium geometry.

## Properties
Calculated total energy, Ha: -950.05806
HOMO energy (alpha / beta), hartree: -0.2602 / -0.3165
Energy above the lowest of the compared OMol25 structures with the same formula, charge and spin, kJ/mol: 395.5

Each line ends with the Löwdin charge.
Atoms and positions in Å:
1 C 0.608 -0.873 1.620  -0.745
2 C 0.883 -0.250 0.365  -0.184
3 O -1.931 0.553 0.117  -0.663
4 S 0.852 -1.764 2.876  0.745
5 S -2.396 -0.143 1.570  0.536
6 H 1.481 -0.879 -0.348  0.102
7 H 1.054 0.789 0.632  0.096
8 H -0.159 -0.110 -0.270  0.101
9 H -2.105 -0.200 -0.491  0.012

Density functional theory data (ωB97M-V/def2-TZVPD) for a cluster of 2 separate species, C14H31N2O2 in total in a non-equilibrium geometry.

## Properties
Calculated total energy, Ha: -811.72069
Charge: +1
HOMO energy, hartree: -0.4318
Energy above the lowest of the compared OMol25 structures with the same formula, charge and spin, kJ/mol: 168.4

Each line ends with the Löwdin charge.
Atoms and positions in Å:
1 C 1.978 -2.742 0.746  -0.087
2 O 3.044 -3.425 1.494  -0.121
3 C 4.279 -2.874 0.991  -0.388
4 O 4.826 -3.489 0.045  0.088
5 C 4.865 -1.577 1.708  -0.089
6 C 4.692 -0.210 0.883  -0.198
7 C 4.816 -0.352 -0.709  -0.255
8 N 4.526 1.026 -1.290  -0.044
9 H 2.049 -3.169 -0.326  0.117
10 H 2.156 -1.601 0.759  0.080
11 H 0.941 -2.959 1.161  0.096
12 H 5.935 -1.807 2.019  0.133
13 H 4.256 -1.446 2.682  0.127
14 H 3.702 0.299 1.132  0.094
15 H 5.525 0.497 1.231  0.122
16 H 5.858 -0.627 -1.083  0.129
17 H 4.034 -1.061 -1.149  0.111
18 H 3.494 1.162 -1.308  0.040
19 H 4.834 1.687 -0.549  0.058
20 C -4.782 -0.724 -1.770  -0.095
21 C -4.937 -0.006 -0.435  -0.262
22 C -4.488 1.455 -0.468  -0.183
23 C -3.013 1.761 -0.731  -0.096
24 N -2.007 1.253 0.311  -0.226
25 C -1.576 -0.192 0.051  -0.086
26 C -0.466 -0.077 -0.971  -0.146
27 C 0.329 1.115 -0.480  -0.150
28 C -0.684 2.052 0.166  -0.068
29 C -2.525 1.416 1.721  0.023
30 H -3.758 -0.677 -2.149  0.061
31 H -5.050 -1.777 -1.659  0.085
32 H -5.444 -0.288 -2.522  0.087
33 H -4.417 -0.558 0.352  0.089
34 H -5.996 -0.029 -0.159  0.121
35 H -4.800 1.939 0.463  0.111
36 H -5.061 1.962 -1.253  0.133
37 H -2.914 2.850 -0.739  0.132
38 H -2.692 1.396 -1.709  0.131
39 H -1.198 -0.601 0.992  0.142
40 H -2.416 -0.787 -0.294  0.115
41 H -0.871 0.114 -1.969  0.122
42 H 0.137 -0.983 -1.028  0.120
43 H 0.879 1.600 -1.289  0.124
44 H 1.064 0.795 0.264  0.106
45 H -0.865 2.944 -0.436  0.131
46 H -0.348 2.359 1.158  0.131
47 H -3.376 0.756 1.868  0.101
48 H -2.805 2.461 1.864  0.120
49 H -1.731 1.140 2.417  0.112

Density functional theory data (ωB97M-V/def2-TZVPD) for a cluster of 7 separate species, C7H21N7O14 in total in a non-equilibrium geometry.

## Properties
Calculated total energy, Ha: -1715.27919
Structure (SMILES): C[N+](=O)[O-].C[N+](=O)[O-].C[N+](=O)[O-].C[N+](=O)[O-].C[N+](=O)[O-].C[N+](=O)[O-].C[N+](=O)[O-]
HOMO energy, hartree: -0.3863
Energy above the lowest of the compared OMol25 structures with the same formula, charge and spin, kJ/mol: 76.0

Each line ends with the Löwdin charge.
Atoms and positions in Å:
1 C 34.639 -8.447 -0.331  0.036
2 N 35.437 -8.328 -1.600  -0.444
3 O 36.111 -7.321 -1.719  0.049
4 O 35.228 -9.147 -2.466  0.062
5 H 34.766 -9.446 0.070  0.064
6 H 33.608 -8.174 -0.528  0.088
7 H 35.051 -7.702 0.342  0.093
8 C 29.944 -11.383 -1.615  0.061
9 N 29.780 -11.702 -0.165  -0.427
10 O 29.068 -10.963 0.495  0.025
11 O 30.267 -12.728 0.232  0.092
12 H 29.181 -11.993 -2.098  0.104
13 H 30.941 -11.689 -1.907  0.097
14 H 29.650 -10.352 -1.772  0.095
15 C 27.467 -4.693 2.947  0.042
16 N 27.893 -6.092 3.080  -0.423
17 O 28.292 -6.466 4.175  0.053
18 O 27.719 -6.861 2.153  0.068
19 H 26.456 -4.486 3.287  0.108
20 H 27.491 -4.440 1.888  0.100
21 H 28.157 -4.035 3.467  0.100
22 C 33.859 -13.056 2.005  0.049
23 N 34.231 -12.261 0.796  -0.434
24 O 35.266 -11.631 0.822  0.057
25 O 33.376 -12.125 -0.050  0.053
26 H 34.077 -14.079 1.696  0.101
27 H 32.810 -12.938 2.246  0.088
28 H 34.509 -12.829 2.842  0.096
29 C 31.132 -5.983 6.549  0.043
30 N 31.563 -7.257 5.918  -0.457
31 O 30.778 -8.167 5.864  0.073
32 O 32.709 -7.268 5.518  0.067
33 H 30.059 -5.863 6.418  0.085
34 H 31.644 -5.140 6.103  0.095
35 H 31.394 -6.128 7.596  0.105
36 C 30.215 -8.794 2.576  0.008
37 N 31.611 -9.214 2.415  -0.412
38 O 31.913 -10.334 2.782  0.079
39 O 32.289 -8.511 1.691  0.058
40 H 29.628 -9.104 1.720  0.077
41 H 30.191 -7.728 2.788  0.077
42 H 29.706 -9.181 3.458  0.083
43 C 26.806 -9.928 2.726  0.026
44 N 26.966 -11.378 2.987  -0.458
45 O 28.077 -11.749 3.263  0.073
46 O 26.003 -12.080 2.774  0.064
47 H 27.075 -9.816 1.679  0.091
48 H 27.481 -9.429 3.413  0.074
49 H 25.788 -9.602 2.905  0.098

Density functional theory data (ωB97M-V/def2-TZVPD) for an isolated molecule of C4H6N4O2S2 in a non-equilibrium geometry.

## Properties
Calculated total energy, Ha: -1321.75314
HOMO energy, hartree: -0.3148
Energy above the lowest of the compared OMol25 structures with the same formula, charge and spin, kJ/mol: 137.7

Each line ends with the Löwdin charge.
Atoms and positions in Å:
1 C 1.843 -1.207 1.901  -0.126
2 C 1.457 -1.017 0.553  -0.042
3 C -0.010 -0.190 1.864  -0.613
4 C -2.164 0.301 0.786  -0.296
5 N 0.882 -0.663 2.699  0.067
6 N 0.212 -0.448 0.563  -0.243
7 N -0.694 -0.411 -0.439  -0.086
8 N 0.700 0.268 -2.638  -0.048
9 O -1.553 1.395 -1.975  -0.294
10 O 0.389 1.818 -0.578  -0.300
11 S -1.319 0.996 2.042  1.056
12 S -0.333 0.921 -1.444  0.549
13 H 2.827 -1.522 2.356  0.117
14 H 1.918 -1.113 -0.420  0.106
15 H -2.783 0.851 0.213  0.021
16 H -2.508 -0.617 0.865  0.014
17 H 0.092 -0.369 -3.166  0.076
18 H 1.043 1.007 -3.183  0.042

Density functional theory data (ωB97M-V/def2-TZVPD) for a structure of composition C16H36As3F18O4PRbS in a non-equilibrium geometry.

## Properties
Calculated total energy, Ha: -10201.28374
Charge: -3
HOMO energy, hartree: 0.0055
Energy above the lowest of the compared OMol25 structures with the same formula, charge and spin, kJ/mol: 0.0

Each line ends with the Löwdin charge.
Atoms and positions in Å:
1 Rb 2.249 0.138 -2.659  0.978
2 S 1.146 -3.193 -0.935  0.184
3 O 1.411 -4.638 -1.063  -0.435
4 O 2.075 -2.361 -1.726  -0.580
5 O -0.172 -2.901 -1.565  -0.447
6 O 1.144 -2.795 0.496  -0.458
7 C -4.919 -2.916 2.188  -0.126
8 C -3.503 -2.467 1.868  -0.275
9 C -3.432 -1.532 0.683  -0.235
10 C -2.053 -1.086 0.224  -0.235
11 P -0.929 -0.189 1.371  1.073
12 C -1.903 1.144 2.208  -0.258
13 C -2.451 2.369 1.505  -0.241
14 C -3.661 2.151 0.596  -0.272
15 C -4.976 1.879 1.324  -0.117
16 C 0.447 0.514 0.467  -0.254
17 C 1.226 1.661 1.178  -0.215
18 C 2.640 1.783 0.627  -0.250
19 C 3.520 0.584 0.950  -0.090
20 C -0.355 -1.299 2.727  -0.245
21 C 0.533 -0.649 3.771  -0.250
22 C 0.985 -1.667 4.863  -0.253
23 C 2.079 -2.626 4.311  -0.083
24 H -5.308 -3.577 1.399  0.071
25 H -5.599 -2.060 2.173  0.066
26 H -5.028 -3.535 3.079  0.063
27 H -2.800 -3.299 1.835  0.127
28 H -3.260 -1.901 2.783  0.084
29 H -4.124 -0.684 0.689  0.086
30 H -3.782 -2.115 -0.181  0.129
31 H -2.036 -0.500 -0.697  0.103
32 H -1.433 -1.956 -0.046  0.073
33 H -1.271 1.460 3.048  0.076
34 H -2.673 0.598 2.773  0.085
35 H -1.641 2.777 0.890  0.091
36 H -2.671 3.202 2.183  0.109
37 H -3.341 1.347 -0.074  0.081
38 H -3.849 3.001 -0.062  0.110
39 H -5.280 2.742 1.924  0.064
40 H -4.922 0.980 1.940  0.049
41 H -5.769 1.790 0.578  0.069
42 H 0.005 0.924 -0.450  0.061
43 H 0.997 -0.345 0.053  0.079
44 H 1.178 1.461 2.252  0.080
45 H 0.661 2.587 1.057  0.103
46 H 3.162 2.628 1.083  0.109
47 H 2.568 1.946 -0.437  0.063
48 H 3.388 -0.268 0.273  0.070
49 H 3.399 0.140 1.944  0.065
50 H 4.580 0.829 0.847  0.075
51 H 0.181 -2.056 2.142  0.063
52 H -1.279 -1.762 3.076  0.070
53 H 0.057 0.157 4.334  0.094
54 H 1.482 -0.326 3.348  0.091
55 H 0.152 -2.231 5.290  0.092
56 H 1.361 -1.026 5.664  0.086
57 H 3.026 -2.348 4.767  0.062
58 H 2.110 -2.539 3.226  0.067
59 H 1.837 -3.665 4.531  0.064
60 As 5.394 2.486 -3.128  0.752
61 F 3.716 2.291 -3.709  -0.352
62 F 5.290 0.884 -2.431  -0.290
63 F 7.025 2.697 -2.577  -0.274
64 F 5.457 4.117 -3.832  -0.296
65 F 4.807 3.156 -1.630  -0.268
66 F 5.948 1.881 -4.660  -0.256
67 As -0.830 2.522 -2.905  0.760
68 F -0.656 0.792 -3.190  -0.283
69 F -1.789 2.269 -1.444  -0.264
70 F -1.032 4.256 -2.745  -0.272
71 F 0.074 2.820 -4.366  -0.242
72 F -2.292 2.505 -3.849  -0.267
73 F 0.592 2.421 -1.912  -0.296
74 As 1.888 -1.351 -6.888  0.746
75 F 0.199 -1.748 -6.622  -0.276
76 F 1.780 -2.190 -8.435  -0.305
77 F 3.546 -0.936 -7.191  -0.268
78 F 1.920 -0.473 -5.360  -0.353
79 F 2.418 -2.801 -6.087  -0.257
80 F 1.365 0.124 -7.680  -0.284